# C41H45ClN4O3P2Rb

C41H45ClN4O3P2Rb as an isolated structure in a non-equilibrium geometry (ωB97M-V/def2-TZVPD, OMol25).

Values from the calculation:
E_LUMO	-3.10	eV
charge	+1
Kohn-Sham gap	7.42	eV
ΔE to the lowest compared entry with this formula, charge and spin	174.6	kJ/mol

Cartesian coordinates (Å):
Rb: 0.318 0.347 0.412
O: 1.061 -2.056 1.037
C: 2.018 -2.570 1.938
C: 3.348 -1.815 1.903
C: 3.198 -0.321 2.226
C: 2.556 -0.110 3.566
C: 3.247 -0.398 4.741
C: 2.602 -0.247 5.955
C: 1.286 0.193 5.957
C: 0.687 0.468 4.740
N: 1.301 0.327 3.573
H: 1.534 -1.885 0.203
H: 2.200 -3.637 1.728
H: 1.576 -2.493 2.935
H: 3.790 -1.913 0.908
H: 4.027 -2.286 2.618
H: 2.586 0.156 1.458
H: 4.188 0.140 2.206
H: 4.268 -0.740 4.693
H: 3.111 -0.473 6.880
H: 0.739 0.305 6.879
H: -0.334 0.823 4.690
N: -2.568 3.088 0.616
P: -1.470 2.545 1.861
C: -1.826 3.779 3.161
C: -0.838 3.917 4.134
C: -0.977 4.843 5.150
C: -2.105 5.646 5.199
C: -3.087 5.522 4.230
C: -2.949 4.599 3.208
C: -2.502 1.136 2.418
C: -1.929 -0.129 2.486
C: -2.705 -1.233 2.796
C: -4.054 -1.076 3.060
C: -4.620 0.189 3.036
C: -3.853 1.291 2.708
P: -2.287 2.117 -0.790
C: -3.749 1.020 -0.634
C: -5.020 1.530 -0.382
C: -6.095 0.671 -0.253
C: -5.913 -0.698 -0.375
C: -4.653 -1.208 -0.637
C: -3.572 -0.352 -0.764
C: -2.906 3.221 -2.122
C: -2.678 4.594 -2.143
C: -3.050 5.355 -3.239
C: -3.628 4.752 -4.343
C: -3.844 3.382 -4.341
C: -3.480 2.623 -3.244
H: -2.409 4.076 0.431
H: 0.044 3.291 4.080
H: -0.206 4.946 5.899
H: -2.221 6.375 5.988
H: -3.961 6.157 4.264
H: -3.714 4.521 2.450
H: -0.865 -0.249 2.328
H: -2.249 -2.212 2.838
H: -4.663 -1.937 3.293
H: -5.666 0.314 3.270
H: -4.306 2.269 2.676
H: -5.153 2.600 -0.291
H: -7.079 1.069 -0.053
H: -6.757 -1.365 -0.267
H: -4.511 -2.274 -0.733
H: -2.583 -0.752 -0.977
H: -2.217 5.093 -1.299
H: -2.882 6.422 -3.235
H: -3.909 5.347 -5.198
H: -4.296 2.909 -5.200
H: -3.653 1.555 -3.243
Cl: -0.735 -3.880 -5.751
C: -0.079 -2.939 -4.461
C: 0.773 -3.585 -3.522
C: 1.319 -2.893 -2.497
C: 1.088 -1.482 -2.307
O: 1.626 -0.855 -1.381
C: 0.213 -0.836 -3.295
C: 0.012 0.524 -3.251
O: 0.438 1.257 -2.262
C: -0.351 -1.614 -4.354
H: 0.977 -4.637 -3.648
H: 1.971 -3.378 -1.786
H: -0.517 1.012 -4.072
H: -1.006 -1.120 -5.055
N: 0.749 3.833 -2.326
C: 2.173 3.878 -1.962
C: 2.402 3.312 -0.538
N: 3.180 2.094 -0.462
H: 0.604 4.323 -3.205
H: 0.207 4.316 -1.612
H: 0.398 2.272 -2.399
H: 2.552 4.903 -2.030
H: 2.718 3.262 -2.685
H: 1.422 3.112 -0.086
H: 2.912 4.064 0.070
H: 4.142 2.268 -0.740
H: 2.797 1.389 -1.086

---

# C41H45N4O4

A 2-piece molecular cluster, C41H45N4O4 overall in a non-equilibrium geometry (ωB97M-V/def2-TZVPD, OMol25).

Values from the calculation:
E_LUMO	-5.47	eV
charge	+1
Kohn-Sham gap	3.38	eV

Cartesian coordinates (Å):
C: -7.094 4.269 1.592
O: -6.335 3.218 2.239
C: -4.984 3.376 2.303
C: -4.243 2.365 2.963
C: -2.875 2.463 3.039
C: -2.166 3.509 2.394
C: -0.715 3.446 2.355
C: 0.026 3.646 1.202
N: 1.379 3.496 1.191
C: 2.078 2.887 2.312
C: 3.542 2.746 1.857
C: 3.580 3.092 0.362
C: 2.133 3.404 -0.050
C: -0.645 3.926 -0.105
C: -1.589 3.000 -0.568
C: -2.229 3.173 -1.791
C: -1.932 4.298 -2.569
C: -1.009 5.245 -2.109
C: -0.372 5.067 -0.878
C: -2.932 4.542 1.789
C: -4.310 4.485 1.735
H: -8.131 3.950 1.706
H: -6.935 5.244 2.083
H: -6.828 4.353 0.526
H: -4.779 1.522 3.396
H: -2.295 1.695 3.551
H: -0.204 3.237 3.299
H: 1.989 3.478 3.234
H: 1.670 1.884 2.537
H: 4.174 3.437 2.426
H: 3.893 1.724 2.042
H: 4.205 3.974 0.187
H: 3.976 2.267 -0.243
H: 1.746 2.586 -0.689
H: 2.070 4.320 -0.655
H: -1.827 2.140 0.063
H: -2.952 2.424 -2.123
H: -2.428 4.431 -3.531
H: -0.781 6.132 -2.706
H: 0.322 5.823 -0.500
H: -2.441 5.399 1.325
H: -4.881 5.269 1.229
C: 3.473 -5.935 -1.723
N: 3.019 -4.634 -1.292
C: 3.880 -3.576 -1.234
O: 5.076 -3.626 -1.508
C: 3.082 -2.358 -0.778
C: 3.112 -1.238 -1.818
C: 4.511 -0.709 -2.064
C: 5.093 -0.819 -3.330
C: 6.397 -0.369 -3.547
C: 7.118 0.203 -2.491
C: 6.536 0.318 -1.222
C: 5.231 -0.141 -1.010
N: 1.746 -2.924 -0.557
C: 0.733 -2.167 -0.093
C: -0.557 -2.651 0.111
C: -1.654 -1.938 0.595
C: -2.950 -2.533 0.775
C: -4.060 -1.776 1.282
C: -5.306 -2.348 1.462
C: -5.507 -3.710 1.142
N: -6.781 -4.314 1.325
O: -6.917 -5.522 1.022
O: -7.719 -3.621 1.780
C: -4.447 -4.485 0.639
C: -3.202 -3.912 0.459
C: 1.648 -4.357 -0.881
C: 0.704 -4.614 -2.067
C: 1.308 -5.209 0.351
H: 4.533 -5.851 -1.974
H: 3.346 -6.679 -0.927
H: 2.916 -6.271 -2.607
H: 3.507 -1.998 0.180
H: 2.692 -1.637 -2.755
H: 2.447 -0.431 -1.473
H: 4.514 -1.290 -4.127
H: 6.842 -0.472 -4.540
H: 8.138 0.556 -2.656
H: 7.087 0.761 -0.389
H: 4.762 -0.083 -0.022
H: 0.990 -1.128 0.122
H: -0.720 -3.696 -0.136
H: -1.527 -0.883 0.851
H: -3.915 -0.721 1.531
H: -6.155 -1.787 1.846
H: -4.630 -5.531 0.400
H: -2.414 -4.557 0.064
H: 1.065 -4.052 -2.941
H: 0.692 -5.687 -2.298
H: -0.318 -4.289 -1.858
H: 2.081 -5.043 1.113
H: 0.343 -4.940 0.783
H: 1.287 -6.269 0.069

---

# C41H47BN9OPtTe

C41H47BN9OPtTe as an isolated structure (ωB97M-V/def2-TZVPD, OMol25).

Values from the calculation:
E_LUMO (spin up / spin down)	-3.68 / -3.68	eV
charge	+1
Kohn-Sham gap (spin up / spin down)	7.20 / 7.20	eV

Cartesian coordinates (Å):
Pt: 0.116 -0.820 -0.634
C: 3.243 -0.883 -2.143
C: 2.033 -1.059 -2.995
C: 1.943 -1.239 -4.377
C: 0.595 -1.371 -4.645
N: -0.079 -1.267 -3.493
N: 0.796 -1.066 -2.492
B: -1.614 -1.402 -3.232
N: -1.810 -2.490 -2.132
C: -2.754 -3.439 -2.033
C: -2.501 -4.201 -0.911
C: -1.360 -3.637 -0.335
C: -0.620 -4.036 0.895
N: -0.960 -2.612 -1.083
N: -2.149 -0.050 -2.720
C: -3.208 0.683 -3.107
C: -3.388 1.696 -2.196
C: -2.380 1.516 -1.238
C: -2.181 2.306 0.009
N: -1.640 0.454 -1.560
N: -2.249 -1.860 -4.524
C: -2.181 -3.101 -5.077
C: -2.526 -2.994 -6.397
C: -2.776 -1.617 -6.593
C: -3.183 -0.920 -7.851
N: -2.591 -0.944 -5.472
H: 4.109 -1.324 -2.632
H: 3.459 0.174 -1.972
H: 3.110 -1.369 -1.176
H: 2.757 -1.281 -5.078
H: 0.070 -1.530 -5.572
H: -3.532 -3.520 -2.773
H: -3.059 -5.049 -0.555
H: -1.055 -4.936 1.323
H: 0.428 -4.232 0.662
H: -0.663 -3.247 1.646
H: -3.727 0.441 -4.017
H: -4.137 2.468 -2.216
H: -2.159 3.374 -0.208
H: -3.007 2.124 0.700
H: -1.260 2.034 0.513
H: -1.882 -3.961 -4.502
H: -2.600 -3.788 -7.120
H: -3.563 -1.634 -8.580
H: -3.959 -0.184 -7.650
H: -2.337 -0.398 -8.299
C: 5.973 -0.422 5.694
C: 4.944 -0.220 4.619
C: 4.002 -1.199 4.332
C: 3.030 -1.026 3.354
C: 2.105 -2.159 3.013
C: 3.019 0.198 2.683
Te: 1.577 0.553 1.172
N: -0.212 -0.304 1.328
C: -0.886 -0.513 2.494
O: -0.426 -0.177 3.578
C: -2.241 -1.148 2.403
C: -2.732 -1.740 3.565
C: -3.977 -2.347 3.562
C: -4.748 -2.344 2.406
C: -4.270 -1.736 1.254
C: -3.014 -1.147 1.247
C: 1.111 2.604 1.273
C: 1.030 3.289 0.053
C: 1.393 2.752 -1.311
C: 0.609 4.616 0.089
C: 0.286 5.259 1.271
C: -0.169 6.690 1.280
C: 0.417 4.552 2.462
C: 0.838 3.231 2.502
C: 1.021 2.586 3.847
C: 4.011 1.169 2.850
C: 4.177 2.406 2.005
C: 4.947 0.938 3.851
H: 5.823 -1.365 6.215
H: 5.928 0.384 6.426
H: 6.978 -0.423 5.270
H: 4.023 -2.134 4.878
H: 2.300 -3.013 3.658
H: 2.257 -2.483 1.978
H: 1.065 -1.875 3.149
H: -2.128 -1.712 4.461
H: -4.352 -2.813 4.463
H: -5.725 -2.808 2.408
H: -4.874 -1.720 0.356
H: -2.653 -0.677 0.346
H: 1.527 1.676 -1.362
H: 2.318 3.221 -1.653
H: 0.611 3.005 -2.028
H: 0.528 5.154 -0.849
H: -0.428 7.032 0.280
H: 0.621 7.338 1.664
H: -1.037 6.818 1.926
H: 0.184 5.045 3.399
H: 0.431 3.115 4.593
H: 2.067 2.640 4.158
H: 0.717 1.541 3.864
H: 3.853 2.274 0.971
H: 5.232 2.672 1.970
H: 3.629 3.258 2.411
H: 5.722 1.679 4.011

---

# C41H47Br2Cl2N2OP2STi

C41H47Br2Cl2N2OP2STi as an isolated structure (ωB97M-V/def2-TZVPD, OMol25).

Values from the calculation:
<S²>	2.049
spin multiplicity	3
E_LUMO (spin up / spin down)	2.45 / 2.45	eV
charge	-1
Kohn-Sham gap (spin up / spin down)	5.12 / 6.76	eV
ΔE to the lowest compared entry with this formula, charge and spin	0.0	kJ/mol

Cartesian coordinates (Å):
Ti: -0.157 0.297 0.995
C: 3.319 0.551 -1.238
C: 3.544 -0.791 -0.541
C: 4.095 -1.800 -1.547
P: 1.991 -1.353 0.321
C: 2.582 -2.591 1.568
C: 1.421 -3.428 2.095
C: 3.804 -3.455 1.264
C: 1.084 -2.236 -0.975
C: 1.237 -3.588 -1.282
C: 0.421 -4.232 -2.196
C: 0.580 -5.694 -2.495
C: -0.574 -3.471 -2.816
C: -0.736 -2.131 -2.539
C: 0.090 -1.469 -1.611
N: -0.104 -0.143 -1.243
C: -0.380 0.727 -2.280
C: 0.097 0.538 -3.595
C: -0.191 1.435 -4.602
C: -0.959 2.578 -4.382
C: -1.243 3.559 -5.480
C: -1.407 2.791 -3.086
C: -1.121 1.913 -2.049
P: -1.519 2.164 -0.313
C: -3.343 1.862 -0.186
C: -3.600 0.458 -0.746
C: -4.289 2.836 -0.887
C: -1.071 3.909 0.152
C: 0.190 4.350 -0.594
C: -2.137 4.999 0.069
H: 4.167 0.774 -1.890
H: 3.209 1.370 -0.527
H: 2.417 0.529 -1.853
H: 4.270 -0.649 0.271
H: 3.413 -1.886 -2.394
H: 4.232 -2.798 -1.135
H: 5.058 -1.452 -1.929
H: 2.857 -1.916 2.391
H: 1.051 -4.134 1.349
H: 0.588 -2.800 2.408
H: 1.755 -3.997 2.965
H: 3.620 -4.189 0.478
H: 4.076 -4.009 2.166
H: 4.671 -2.860 0.973
H: 2.010 -4.158 -0.781
H: 1.381 -6.126 -1.894
H: 0.820 -5.873 -3.546
H: -0.335 -6.248 -2.273
H: -1.247 -3.946 -3.521
H: -1.532 -1.579 -3.022
H: 0.700 -0.331 -3.825
H: 0.201 1.244 -5.595
H: -1.073 3.111 -6.459
H: -0.601 4.441 -5.408
H: -2.278 3.907 -5.449
H: -1.990 3.681 -2.869
H: -3.551 1.859 0.891
H: -3.612 0.493 -1.838
H: -4.575 0.104 -0.405
H: -2.849 -0.268 -0.439
H: -4.000 2.977 -1.930
H: -4.348 3.810 -0.408
H: -5.296 2.410 -0.889
H: -0.823 3.791 1.214
H: -0.056 4.711 -1.593
H: 0.920 3.549 -0.716
H: 0.668 5.165 -0.045
H: -2.531 5.113 -0.941
H: -1.697 5.956 0.360
H: -2.969 4.802 0.745
Br: -3.027 2.979 4.359
C: -3.177 1.161 3.848
C: -4.179 0.369 4.397
C: -4.323 -0.935 3.983
Br: -5.722 -1.969 4.762
C: -3.488 -1.509 3.000
C: -3.612 -2.828 2.491
C: -2.730 -3.218 1.501
C: -1.757 -2.360 1.028
N: -1.585 -1.100 1.490
C: -2.465 -0.692 2.483
C: -2.288 0.660 2.895
O: -1.361 1.353 2.325
H: -4.844 0.784 5.141
H: -4.380 -3.486 2.866
H: -2.790 -4.209 1.068
H: -1.076 -2.670 0.249
Cl: 1.579 2.175 1.339
C: 2.820 1.629 2.463
C: 4.029 2.290 2.401
C: 5.043 1.914 3.269
C: 4.807 0.882 4.167
C: 3.580 0.247 4.194
Cl: 3.378 -1.050 5.337
C: 2.504 0.582 3.348
S: 0.979 -0.214 3.394
H: 4.166 3.085 1.683
H: 6.002 2.410 3.243
H: 5.575 0.556 4.853

---

# C41H47CrN3O3S2

C41H47CrN3O3S2 as an isolated structure in a non-equilibrium geometry (ωB97M-V/def2-TZVPD, OMol25).

Values from the calculation:
<S²>	3.902
spin multiplicity	4
E_LUMO (spin up / spin down)	2.17 / 2.40	eV
charge	-1
Kohn-Sham gap (spin up / spin down)	6.15 / 6.60	eV
ΔE to the lowest compared entry with this formula, charge and spin	198.8	kJ/mol

Cartesian coordinates (Å):
Cr: 0.172 0.938 0.443
S: 0.060 0.550 2.786
C: 0.601 2.082 3.439
C: 0.868 2.155 4.807
C: 1.266 3.341 5.398
C: 1.383 4.486 4.619
C: 1.128 4.424 3.261
C: 0.747 3.229 2.644
S: 0.432 3.231 0.925
H: 0.758 1.252 5.395
H: 1.489 3.374 6.458
H: 1.678 5.426 5.070
H: 1.224 5.312 2.647
O: -2.051 -1.004 0.868
C: -2.556 -2.331 0.901
C: -2.459 -3.049 2.255
C: -1.082 -2.965 2.923
C: 0.035 -3.568 2.113
C: 0.588 -4.785 2.513
C: 1.653 -5.321 1.812
C: 2.119 -4.642 0.700
C: 1.479 -3.466 0.339
N: 0.480 -2.923 1.031
H: -2.537 -0.466 1.507
H: -1.999 -2.889 0.149
H: -3.613 -2.315 0.599
H: -2.726 -4.101 2.113
H: -3.200 -2.606 2.927
H: -1.124 -3.476 3.887
H: -0.856 -1.919 3.101
H: 0.183 -5.299 3.376
H: 2.110 -6.253 2.124
H: 2.969 -5.003 0.136
H: 1.781 -2.923 -0.543
C: 5.110 -3.801 -5.701
C: 5.683 -2.698 -4.848
C: 6.972 -2.239 -5.106
C: 7.517 -1.227 -4.334
C: 6.820 -0.731 -3.248
C: 5.549 -1.223 -2.933
N: 4.846 -0.796 -1.821
C: 5.284 -0.315 -0.608
C: 6.616 -0.439 -0.190
C: 7.028 0.044 1.037
C: 6.125 0.651 1.898
C: 4.795 0.729 1.532
C: 4.345 0.254 0.303
C: 2.874 0.316 0.059
O: 2.144 0.803 0.965
O: 2.358 -0.130 -1.010
C: 4.936 -2.152 -3.803
C: 3.492 -2.542 -3.615
H: 5.908 -4.302 -6.249
H: 4.394 -3.408 -6.428
H: 4.590 -4.542 -5.094
H: 7.538 -2.659 -5.929
H: 8.497 -0.833 -4.573
H: 7.235 0.066 -2.649
H: 3.822 -0.762 -1.871
H: 7.322 -0.951 -0.828
H: 8.067 -0.055 1.329
H: 6.453 1.039 2.853
H: 4.064 1.162 2.203
H: 2.896 -1.709 -3.246
H: 3.382 -3.371 -2.909
H: 3.053 -2.849 -4.562
C: -5.820 3.935 -0.850
C: -4.740 3.294 -0.012
C: -4.718 3.461 1.363
C: -3.704 2.848 2.092
C: -3.605 2.995 3.589
C: -2.738 2.112 1.436
C: -2.655 1.983 0.027
C: -3.751 2.562 -0.659
N: -1.548 1.366 -0.506
C: -1.372 1.046 -1.933
C: 0.056 1.478 -2.278
C: -2.264 1.701 -2.999
C: -1.503 -0.482 -2.102
H: -6.519 4.491 -0.226
H: -6.379 3.183 -1.411
H: -5.382 4.628 -1.572
H: -5.472 4.063 1.859
H: -4.435 3.582 3.985
H: -2.668 3.494 3.849
H: -3.593 2.020 4.080
H: -1.983 1.642 2.040
H: -3.865 2.484 -1.725
H: 0.144 2.564 -2.222
H: 0.335 1.145 -3.280
H: 0.761 1.030 -1.575
H: -2.261 2.786 -2.898
H: -3.283 1.321 -2.978
H: -1.839 1.456 -3.976
H: -0.783 -0.996 -1.461
H: -1.345 -0.784 -3.142
H: -2.505 -0.786 -1.797